Computed, not measured: 3 unconnected molecules or ions with the total composition C23H54N6O4S, with wB97M-V/def2-TZVPD.

CARTESIAN COORDINATES (ANGSTROEM)
S 0.264 3.796 -3.592
O 0.415 5.200 -3.800
O -0.956 3.510 -2.635
O 1.387 3.273 -2.613
O 0.171 2.904 -4.703
N 5.081 2.059 -2.693
N 1.665 -1.075 -1.758
N 3.720 -5.603 1.338
N -5.690 2.062 1.536
N 2.388 0.253 0.004
N 3.674 -1.604 -0.726
C 1.690 4.504 -0.497
C -1.553 1.028 -1.273
C 4.831 -6.594 3.318
C 2.773 -4.612 0.850
C 1.277 -4.926 0.954
C 0.607 -0.118 -2.083
C -6.064 2.336 0.160
C 3.625 -5.849 2.766
C -5.913 3.801 -0.219
C -0.516 -0.093 -1.035
C 2.600 -0.721 -0.792
C -0.568 3.484 -1.243
C 4.852 3.461 -2.350
C -5.489 0.650 1.819
C -6.409 2.828 2.544
C 3.037 4.872 -1.126
C -6.692 -0.289 1.691
C 0.985 3.343 -1.214
C 3.896 -6.786 0.508
C -7.939 2.760 2.534
C 4.041 3.702 -1.060
C -1.321 2.367 -0.516
C 2.869 -7.914 0.645
H 3.216 -8.793 0.099
H -6.114 3.875 2.445
H -5.397 1.746 -0.477
H 0.704 -4.028 0.718
H 3.501 2.777 -0.834
H 1.040 5.385 -0.462
H -8.317 1.786 2.841
H 3.928 -6.444 -0.530
H -1.014 -1.065 -1.109
H 4.873 -7.625 2.966
H -6.051 3.916 -1.295
H 3.022 -4.400 -0.192
H 1.892 -7.640 0.248
H -7.197 -0.166 0.731
H 2.123 -1.433 -2.584
H 4.786 -6.623 4.407
H -8.342 2.979 1.544
H 1.023 0.869 -2.284
H 2.736 -8.208 1.688
H 4.004 -1.958 -1.612
H 3.135 0.325 0.690
H 4.439 -1.266 -0.163
H -0.105 -0.031 -0.024
H 0.970 -5.705 0.256
H 2.711 -6.394 3.051
H -0.781 2.157 0.416
H 2.969 -3.685 1.397
H 4.723 3.862 -0.215
H 1.000 -5.242 1.961
H -6.356 -1.325 1.757
H 3.556 -4.870 3.249
H -0.837 4.454 -0.818
H -4.916 4.162 0.039
H 1.271 2.389 -0.779
H -5.078 0.574 2.829
H 1.852 4.179 0.540
H 4.886 -7.200 0.716
H -6.646 4.443 0.272
H 0.165 -0.464 -3.023
H -2.520 0.660 -0.913
H -2.298 2.763 -0.222
H -7.424 -0.130 2.482
H 3.434 5.756 -0.618
H -1.679 1.200 -2.346
H -8.342 3.505 3.222
H 5.832 3.944 -2.281
H -7.087 2.012 -0.089
H 4.336 3.924 -3.197
H 4.191 1.587 -2.812
H 5.755 -6.094 3.022
H 5.562 1.580 -1.940
H -4.704 0.299 1.141
H -6.034 2.502 3.518
H 2.871 5.167 -2.166

Properties
ΔE to the lowest compared entry with this formula, charge and spin ... 0.000 eV
Lowest unoccupied orbital energy ... 0.445 eV
Maximum force ... 0.69 eV Å⁻¹
Orbital gap ... 8.56 eV
Charge ... 0

Atom charges from the Mulliken analysis, given in e for atoms 1 to 4: number 1, S, carries 1.149; number 2, O, carries -0.639; number 3, O, carries -0.404; number 4, O, carries -0.283